C41H48BrCrN5S3SeSi | wB97M-V/def2-TZVPD

Geometry as XYZ:
```
101
Properties=species:S:1:pos:R:3:lowdin_spin:R:1
Cr -0.685 0.581 -0.669 3.04
C -3.209 2.661 2.641 0.00
N -2.956 3.238 1.327 0.00
C -2.615 4.562 1.114 0.00
C -2.245 4.681 -0.170 0.00
N -2.374 3.418 -0.740 0.00
C -2.747 2.529 0.215 0.00
S -3.007 0.853 -0.024 -0.04
C -1.900 3.106 -2.034 0.00
C -2.253 3.945 -3.077 0.00
C -1.695 3.730 -4.325 0.00
C -0.807 2.680 -4.487 0.00
C -0.540 1.876 -3.395 0.00
N -1.072 2.069 -2.183 -0.01
H -3.804 3.359 3.223 0.00
H -2.250 2.470 3.124 0.00
H -3.750 1.728 2.517 0.00
H -2.649 5.290 1.902 0.00
H -1.877 5.522 -0.726 0.00
H -2.958 4.743 -2.895 0.00
H -1.952 4.375 -5.154 0.00
H -0.325 2.472 -5.431 0.00
H 0.143 1.043 -3.471 0.00
S 0.677 -0.254 4.843 0.00
C 0.891 -0.837 6.429 0.00
C 0.562 -2.154 6.538 0.00
C 0.123 -2.697 5.303 0.00
C 0.129 -1.783 4.287 0.00
C -0.269 -1.988 2.886 0.00
C -0.191 -0.912 1.974 0.01
N -0.555 -1.017 0.714 -0.01
C -1.021 -2.206 0.256 0.00
C -1.097 -3.334 1.065 0.00
C -1.551 -4.578 0.498 0.00
C -1.897 -4.661 -0.801 0.00
C -1.845 -3.501 -1.652 0.00
C -2.194 -3.532 -3.011 0.01
C -2.133 -2.387 -3.769 0.00
C -1.747 -1.202 -3.116 0.01
N -1.408 -1.139 -1.848 0.01
C -1.436 -2.280 -1.118 0.00
C -2.448 -2.375 -5.205 0.00
C -2.419 -3.432 -6.068 0.00
C -2.760 -3.068 -7.399 0.00
C -3.035 -1.740 -7.514 0.00
S -2.904 -0.934 -6.017 0.00
C -0.714 -3.196 2.410 0.01
H 1.256 -0.179 7.200 0.00
H 0.630 -2.715 7.457 0.00
H -0.184 -3.726 5.183 0.00
H 0.180 0.075 2.240 0.00
H -1.599 -5.451 1.136 0.00
H -2.224 -5.602 -1.225 0.00
H -2.524 -4.465 -3.452 0.00
H -1.731 -0.272 -3.669 0.00
H -2.140 -4.434 -5.776 0.00
H -2.792 -3.759 -8.227 0.00
H -3.323 -1.196 -8.398 0.00
H -0.774 -4.060 3.061 0.00
Se 0.325 2.153 0.712 -0.08
C 4.203 -2.758 -1.346 0.00
C 4.805 -1.391 -1.718 0.00
C 5.177 -0.717 -0.389 0.00
C 6.105 -1.660 -2.504 0.00
Si 3.648 -0.279 -2.757 0.01
Br 1.688 -0.471 -1.589 0.02
C 3.240 -0.988 -4.482 0.00
C 1.939 -0.441 -5.089 0.00
C 4.401 -0.666 -5.445 0.00
C 3.061 -2.512 -4.445 0.00
C 4.078 1.574 -2.719 0.00
C 3.255 2.400 -3.716 0.00
C 3.827 2.208 -1.341 0.00
C 5.567 1.757 -3.082 0.00
H 4.940 -3.291 -0.738 0.00
H 3.983 -3.385 -2.207 0.00
H 3.297 -2.666 -0.750 0.00
H 5.801 -1.410 0.182 0.00
H 4.297 -0.491 0.216 0.00
H 5.747 0.201 -0.517 0.00
H 6.782 -2.239 -1.868 0.00
H 6.634 -0.750 -2.788 0.00
H 5.936 -2.249 -3.405 0.00
H 1.913 0.644 -5.167 0.00
H 1.070 -0.773 -4.518 0.00
H 1.833 -0.846 -6.100 0.00
H 4.504 0.400 -5.636 0.00
H 4.206 -1.150 -6.407 0.00
H 5.363 -1.035 -5.088 0.00
H 2.288 -2.817 -3.737 0.00
H 3.980 -3.042 -4.200 0.00
H 2.748 -2.850 -5.438 0.00
H 2.195 2.396 -3.457 0.00
H 3.367 2.085 -4.751 0.00
H 3.592 3.439 -3.658 0.00
H 2.781 2.164 -1.038 0.00
H 4.108 3.265 -1.401 0.00
H 4.420 1.765 -0.545 0.00
H 5.818 1.376 -4.072 0.00
H 6.238 1.293 -2.361 0.00
H 5.790 2.828 -3.083 0.00
```

## Properties
HOMO level (spin up / spin down): -8.68 / -9.10 eV
Net charge: +1
DFT total energy: -9368.8908 a.u.
Maximum force: 1.012 eV/Å
Spin multiplicity: 4


C23H45Cl3GaN2O6PSi | wB97M-V/def2-TZVPD

Geometry as XYZ:
```
82
Properties=species:S:1:pos:R:3:lowdin_charge:R:1
C -3.900 1.928 0.647 -0.06
C -3.476 1.136 -0.547 -0.23
H -4.869 2.409 0.473 0.07
H -3.168 2.716 0.882 0.07
H -3.982 1.273 1.522 0.08
C -3.862 1.455 -1.800 -0.12
C -4.719 2.633 -2.120 -0.12
H -3.586 0.818 -2.647 0.10
H -4.432 3.530 -1.550 0.07
H -5.777 2.418 -1.899 0.08
H -4.642 2.865 -3.191 0.07
Ga 0.383 -0.156 1.273 -0.35
Cl -0.456 -1.809 2.500 0.24
Cl 2.108 1.312 1.397 0.33
C 0.416 -2.495 -0.655 -0.27
O 0.661 -1.253 -0.494 -0.12
N 0.850 -3.172 -1.716 -0.13
C 1.556 -2.505 -2.807 -0.01
C 0.402 -4.540 -1.972 -0.03
H -0.171 -3.054 0.081 0.12
H 2.125 -1.655 -2.418 0.08
H 0.846 -2.153 -3.571 0.08
H 2.229 -3.234 -3.276 0.09
H -0.073 -4.951 -1.073 0.10
H 1.254 -5.173 -2.251 0.09
H -0.323 -4.575 -2.797 0.08
H -0.934 3.171 -0.935 0.09
H -1.640 2.637 -3.462 0.08
C 0.105 3.133 -1.299 -0.05
C -0.556 2.711 -3.630 -0.06
N 0.166 2.250 -2.455 -0.20
H 0.759 2.754 -0.508 0.04
C 1.195 1.347 -2.591 -0.31
O 1.996 1.057 -1.708 -0.04
H -0.285 2.086 -4.488 0.08
H 1.214 0.883 -3.602 0.14
H 0.405 4.152 -1.596 0.09
H -0.316 3.763 -3.848 0.09
O -1.272 0.726 -0.046 -0.35
C -2.448 0.054 -0.285 -0.43
C -1.596 -0.544 -2.571 -0.05
C -2.256 -0.948 -1.418 -0.18
H -1.145 0.452 -2.569 0.09
C -1.593 -1.357 -3.704 -0.10
H -2.784 -0.490 0.614 0.12
C -2.822 -2.219 -1.341 -0.03
H -1.113 -0.999 -4.619 0.10
C -2.224 -2.604 -3.658 -0.12
C -2.820 -3.040 -2.471 -0.10
H -3.296 -2.521 -0.402 0.12
H -2.246 -3.234 -4.553 0.10
H -3.303 -4.021 -2.426 0.10
Si 0.245 2.456 3.946 0.31
Cl -0.930 1.420 2.348 0.53
C 1.491 3.686 3.314 -0.25
C 0.920 0.985 4.855 -0.21
C -1.022 3.397 4.944 -0.21
H 1.334 3.974 2.271 0.02
H 2.514 3.315 3.436 0.02
H 1.392 4.584 3.937 0.03
H -1.223 4.379 4.490 0.04
H -0.632 3.581 5.958 0.04
H -1.971 2.850 5.041 0.03
H 0.926 0.060 4.264 -0.01
H 0.288 0.817 5.739 0.04
H 1.938 1.196 5.203 0.03
C 4.086 -0.665 3.763 -0.11
O 3.165 -1.598 3.157 -0.32
P 2.815 -1.492 1.598 0.65
O 2.703 -3.004 1.077 -0.33
C 2.649 -4.138 1.967 -0.10
O 4.193 -0.955 0.950 -0.34
C 4.371 -0.821 -0.480 -0.09
H 3.831 -0.645 4.829 0.08
H 3.997 0.353 3.350 0.06
H 5.113 -1.035 3.633 0.09
H 3.568 -4.199 2.563 0.09
H 1.763 -4.084 2.613 0.07
H 2.583 -5.012 1.314 0.08
H 5.423 -0.550 -0.624 0.09
H 4.175 -1.782 -0.980 0.08
H 3.712 -0.040 -0.896 0.05
```

## Properties
Relative energy (zero: lowest compared OMol25 entry of this formula, charge and spin): 209.8 kJ/mol
HOMO level: -7.63 eV
Net charge: 0
DFT total energy: -5400.7161 a.u.
Maximum force: 3.059 eV/Å


C9H14N3 | wB97M-V/def2-TZVPD

Geometry as XYZ:
```
26
Properties=species:S:1:pos:R:3:nbo_charge:R:1
C 2.737 0.331 -0.084 -0.41
N 1.455 -0.215 0.436 -0.67
C 0.314 0.616 0.404 0.13
C 0.031 1.633 1.306 -0.20
C -1.032 2.464 1.186 -0.20
C -1.872 2.290 0.142 -0.18
C -1.793 1.159 -0.714 -0.20
C -0.635 0.381 -0.600 0.07
N -0.292 -0.516 -1.638 -0.54
C -0.097 -1.798 -1.472 0.42
N -0.427 -2.606 -0.514 -0.49
C -0.994 -2.083 0.622 -0.43
H 2.905 1.178 0.512 0.19
H 3.621 -0.389 -0.003 0.23
H 2.603 0.744 -1.103 0.20
H 1.600 -0.318 1.429 0.37
H 0.745 1.790 2.102 0.22
H -0.873 3.288 1.811 0.24
H -2.776 2.905 0.194 0.24
H -2.236 0.906 -1.660 0.23
H -0.171 -0.034 -2.531 0.45
H 0.294 -2.348 -2.331 0.22
H 0.110 -3.542 -0.428 0.45
H -0.227 -1.516 1.227 0.22
H -1.756 -1.476 0.370 0.22
H -1.233 -2.846 1.337 0.24
```

## Properties
Relative energy (zero: lowest compared OMol25 entry of this formula, charge and spin): 151.5 kJ/mol
HOMO level: -12.52 eV
Net charge: +1
DFT total energy: -515.3141 a.u.
Maximum force: 5.354 eV/Å


CFN3O4S | wB97M-V/def2-TZVPD

Geometry as XYZ:
```
10
Properties=species:S:1:pos:R:3:nbo_charge:R:1
N -0.668 2.428 -0.454 -0.23
C -0.434 1.331 -0.279 0.36
N -0.257 0.038 -0.028 -0.55
N -1.116 -1.014 0.069 0.66
O -2.291 -0.848 0.278 -0.34
O -0.651 -2.081 -0.018 -0.32
S 1.531 -0.146 0.151 2.53
O 2.055 1.117 0.183 -0.83
O 1.805 -1.015 1.202 -0.84
F 1.683 -0.844 -1.247 -0.44
```

## Properties
Relative energy (zero: lowest compared OMol25 entry of this formula, charge and spin): 19.8 kJ/mol
HOMO level: -12.06 eV
Net charge: 0
DFT total energy: -1001.1796 a.u.
Maximum force: 4.619 eV/Å


C5H14N2O | wB97M-V/def2-TZVPD

Geometry as XYZ:
```
22
Properties=species:S:1:pos:R:3:nbo_charge:R:1
C 0.236 -2.082 1.568 -0.61
C 0.313 -0.664 0.913 -0.07
C 1.788 -0.259 0.862 -0.09
O 1.860 1.183 1.114 -0.74
N -0.387 -0.715 -0.359 -0.65
C -0.109 0.351 -1.285 -0.25
C -1.407 0.899 -1.953 -0.21
N -2.401 1.307 -0.952 -0.84
H 1.196 -2.573 1.665 0.20
H -0.313 -2.776 0.927 0.20
H -0.222 -2.075 2.556 0.22
H -0.265 -0.072 1.625 0.20
H 2.422 -0.678 1.637 0.18
H 2.100 -0.492 -0.153 0.17
H 2.761 1.464 0.913 0.46
H -0.412 -1.657 -0.716 0.37
H 0.594 0.116 -2.090 0.17
H 0.256 1.225 -0.748 0.21
H -1.188 1.842 -2.454 0.19
H -1.835 0.118 -2.560 0.18
H -2.752 0.528 -0.444 0.36
H -2.006 1.941 -0.281 0.35
```

## Properties
Relative energy (zero: lowest compared OMol25 entry of this formula, charge and spin): 226.4 kJ/mol
HOMO level: -8.51 eV
Net charge: 0
DFT total energy: -383.6145 a.u.
Maximum force: 2.350 eV/Å


C4H4S | wB97M-V/def2-TZVPD

Geometry as XYZ:
```
9
Properties=species:S:1:pos:R:3:nbo_charge:R:1
C 1.639 5.966 1.955 -0.21
C 2.017 7.126 2.200 -0.21
C -0.138 -3.761 -1.258 -0.47
C -0.941 -4.621 -1.397 -0.01
S -2.927 -7.339 -1.748 0.12
H 1.348 5.011 2.021 0.21
H 2.397 8.047 2.235 0.21
H 0.220 -2.743 -1.113 0.24
H -3.615 -7.687 -2.895 0.11
```

## Properties
Relative energy (zero: lowest compared OMol25 entry of this formula, charge and spin): 1050.1 kJ/mol
HOMO level (spin up / spin down): -9.77 / -10.00 eV
Net charge: 0
DFT total energy: -552.5920 a.u.
Maximum force: 7.851 eV/Å


C6H28O9 | wB97M-V/def2-TZVPD

Geometry as XYZ:
```
43
Properties=species:S:1:pos:R:3:nbo_charge:R:1
C -2.344 0.795 -2.711 -0.40
C -1.107 0.309 -2.647 -0.01
C -0.648 -0.808 -3.574 -0.65
C -0.320 0.531 -1.412 -0.28
C 0.808 -0.011 -0.947 -0.12
C 1.390 0.489 0.360 -0.65
H -3.090 0.557 -3.452 0.20
H -2.678 1.473 -1.921 0.19
H -1.155 -1.667 -3.136 0.22
H -0.997 -0.488 -4.588 0.23
H 0.409 -1.028 -3.480 0.22
H -0.893 1.173 -0.734 0.18
H 1.472 -0.710 -1.470 0.21
H 0.705 0.987 1.052 0.22
H 2.029 1.332 0.055 0.20
H 2.083 -0.322 0.595 0.23
O 1.105 -2.310 2.113 -0.98
H 1.347 -1.382 2.272 0.51
H 1.368 -2.500 1.203 0.50
O 0.309 4.122 -2.285 -0.94
H 0.512 4.141 -1.344 0.47
H -0.183 3.296 -2.388 0.48
O -1.721 2.332 1.646 -0.95
H -2.630 2.532 1.907 0.48
H -1.821 1.461 1.235 0.48
O -1.281 -1.994 3.068 -1.01
H -1.552 -2.869 3.366 0.48
H -0.337 -2.149 2.785 0.51
O -2.711 -1.330 0.836 -0.98
H -2.164 -1.408 1.647 0.49
H -2.026 -1.370 0.158 0.46
O 1.592 -3.588 -0.484 -0.96
H 1.157 -4.120 -1.161 0.49
H 2.468 -3.990 -0.407 0.48
O -0.454 0.551 3.750 -1.00
H -1.049 -0.203 3.870 0.51
H -0.968 1.245 3.317 0.49
O 2.554 1.509 -2.359 -0.93
H 2.270 2.250 -2.920 0.48
H 2.786 2.051 -1.594 0.46
O 2.164 0.215 2.953 -0.97
H 2.341 0.324 3.897 0.48
H 1.257 0.570 2.929 0.50
```

## Properties
Relative energy (zero: lowest compared OMol25 entry of this formula, charge and spin): 188.7 kJ/mol
HOMO level: -8.40 eV
Net charge: 0
DFT total energy: -922.5122 a.u.
Maximum force: 2.310 eV/Å


C17H27NO4 | wB97M-V/def2-TZVPD

Geometry as XYZ:
```
49
Properties=species:S:1:pos:R:3:nbo_charge:R:1
C -0.089 -0.809 -3.946 -0.62
C -0.128 0.188 -2.801 -0.06
O 0.670 -0.317 -1.742 -0.55
C 0.796 0.537 -0.651 0.40
O -0.450 0.806 -0.047 -0.54
C -0.963 -0.233 0.704 0.18
C -2.425 -0.135 0.995 0.64
O -3.012 -0.967 1.656 -0.61
N -3.012 0.954 0.446 -0.61
C -4.391 1.275 0.616 -0.06
C -5.421 0.303 0.123 -0.40
C -5.201 1.592 -0.606 -0.42
C -0.234 -1.252 1.154 -0.20
C 1.235 -1.384 0.908 -0.24
C 1.511 -2.565 -0.006 -0.23
C 1.594 -3.942 0.577 -0.42
C 2.835 -3.264 0.080 -0.42
C 1.801 -0.066 0.343 -0.25
C 2.113 0.958 1.449 -0.39
C 3.482 1.622 1.304 -0.42
C 3.600 2.529 0.078 -0.06
O 4.812 3.246 0.057 -0.71
H -0.490 -1.764 -3.618 0.21
H -0.681 -0.439 -4.778 0.21
H 0.936 -0.957 -4.273 0.21
H -1.160 0.333 -2.454 0.17
H 0.269 1.165 -3.119 0.16
H 1.136 1.533 -0.991 0.16
H -2.419 1.604 -0.048 0.41
H -4.608 1.820 1.530 0.20
H -6.320 0.178 0.706 0.22
H -5.064 -0.608 -0.328 0.23
H -5.950 2.366 -0.536 0.22
H -4.699 1.553 -1.561 0.21
H -0.735 -2.026 1.711 0.24
H 1.728 -1.591 1.865 0.22
H 1.067 -2.461 -0.985 0.24
H 1.194 -4.768 0.009 0.22
H 1.470 -4.053 1.644 0.21
H 3.549 -2.916 0.812 0.21
H 3.289 -3.621 -0.831 0.22
H 2.708 -0.299 -0.220 0.22
H 2.083 0.460 2.420 0.21
H 1.338 1.727 1.463 0.21
H 3.676 2.230 2.191 0.21
H 4.256 0.849 1.255 0.19
H 2.816 3.290 0.099 0.18
H 3.492 1.939 -0.844 0.15
H 5.544 2.619 0.083 0.46
```

## Properties
Relative energy (zero: lowest compared OMol25 entry of this formula, charge and spin): 267.3 kJ/mol
HOMO level: -8.97 eV
Net charge: 0
DFT total energy: -1019.6300 a.u.
Maximum force: 0.823 eV/Å